No. 1
Formula: C3H10N2
Source: the OMol25 dataset
Level of theory: ωB97M-V/def2-TZVPD

```
! RIJCOSX wB97M-V def2-TZVPD def2/J DEFGRID3
* xyz 0 1
C -0.035 -0.901 0.636
C -1.150 -0.675 -0.372
C 1.515 0.985 0.001
N 1.134 -0.418 -0.226
N -1.858 0.578 -0.095
H 1.949 -1.023 -0.112
H -2.853 0.463 0.080
H -1.756 1.228 -0.864
H 0.130 -1.966 0.809
H -0.107 -0.315 1.560
H -1.827 -1.532 -0.418
H 0.075 -0.451 -1.140
H 1.750 1.193 1.049
H 0.660 1.598 -0.287
H 2.373 1.236 -0.621
*
```

Calculated values
**Energy relative to the best compared isomer or geometry (same formula, charge and spin)**: 70.5 kcal per mole
**Orbital gap**: 0.323 Eh

***

No. 2
Formula: H14O7
Source: the OMol25 dataset
Level of theory: ωB97M-V/def2-TZVPD

```
! RIJCOSX wB97M-V def2-TZVPD def2/J DEFGRID3
* xyz 0 1
O 0.317 2.152 1.876
H 0.298 1.328 1.389
H 0.276 1.887 2.796
O 2.490 -0.591 -0.211
H 3.421 -0.724 -0.392
H 2.066 -0.673 -1.065
O 0.960 -0.544 -2.373
H 0.859 -1.356 -2.870
H 0.339 0.062 -2.776
O -0.347 -0.227 0.184
H 0.232 -0.765 0.725
H 0.036 -0.269 -0.692
O -0.757 1.392 -3.119
H -1.117 1.861 -3.872
H -1.265 1.710 -2.373
O -3.152 -0.217 0.802
H -3.256 -0.009 1.731
H -2.324 0.195 0.555
O 0.411 -1.479 2.955
H 0.937 -2.195 3.311
H -0.423 -1.540 3.420
*
```

Calculated values
**Energy relative to the best compared isomer or geometry (same formula, charge and spin)**: 30.1 kcal per mole
**Orbital gap**: 0.402 Eh
**SMILES string**: O.O.O.O.O.O.O

***

No. 3
Formula: C22H28N3NaO5S3Si
Source: the OMol25 dataset
Level of theory: ωB97M-V/def2-TZVPD

```
! RIJCOSX wB97M-V def2-TZVPD def2/J DEFGRID3
* xyz -2 1
Na -1.185 1.305 0.534
C -4.759 0.295 -0.732
C -4.221 1.452 0.101
C -5.360 2.253 0.714
O -3.451 0.957 1.208
C -3.396 2.430 -0.807
O -3.956 2.798 -1.857
O -2.270 2.775 -0.360
H -5.404 -0.344 -0.121
H -3.935 -0.310 -1.119
H -5.316 0.687 -1.582
H -6.008 1.602 1.309
H -5.933 2.727 -0.082
H -4.946 3.027 1.366
H -2.892 0.238 0.873
O -2.378 -3.114 0.575
C -2.024 -3.513 -0.655
C -2.264 -4.843 -1.015
C -1.886 -5.311 -2.260
C -1.263 -4.461 -3.171
C -1.043 -3.138 -2.823
C -1.420 -2.639 -1.579
C -1.227 -1.194 -1.223
O -1.512 -0.830 -0.023
N -0.816 -0.435 -2.208
N -0.820 0.895 -1.864
C -0.323 1.682 -2.712
S 0.490 1.059 -4.199
C 1.536 2.530 -4.322
C 0.665 3.740 -4.074
S -0.377 3.452 -2.605
H -2.092 -2.153 0.624
H -2.749 -5.487 -0.292
H -2.069 -6.348 -2.520
H -0.958 -4.829 -4.144
H -0.577 -2.447 -3.514
H 1.986 2.539 -5.317
H 2.327 2.457 -3.573
H 0.014 3.928 -4.929
H 1.258 4.635 -3.871
C 5.097 -1.584 2.674
Si 3.731 -0.561 3.495
C 2.747 -1.807 4.482
C 4.604 0.559 4.741
C 2.999 0.528 2.165
C 3.874 1.087 1.248
C 3.422 1.925 0.233
C 2.059 2.155 0.173
N 1.176 1.655 1.036
C 1.606 0.862 2.058
S 0.438 0.324 3.192
H 5.645 -2.168 3.422
H 5.821 -0.957 2.142
H 4.667 -2.282 1.947
H 3.431 -2.366 5.135
H 2.234 -2.511 3.821
H 1.981 -1.316 5.079
H 5.157 -0.033 5.481
H 3.877 1.181 5.272
H 5.311 1.226 4.237
H 4.938 0.869 1.314
H 4.098 2.361 -0.492
H 1.640 2.786 -0.605
*
```

Calculated values
**Energy relative to the best compared isomer or geometry (same formula, charge and spin)**: 17.3 kcal per mole
**Orbital gap**: 0.209 Eh

***

No. 4
Formula: C9H22O
Source: the OMol25 dataset
Level of theory: ωB97M-V/def2-TZVPD

```
! RIJCOSX wB97M-V def2-TZVPD def2/J DEFGRID3
* xyz 0 1
C 0.853 -0.782 1.179
C 0.910 0.206 0.011
C 2.355 0.274 -0.489
C 0.308 1.598 0.343
C 1.169 2.387 1.333
C -1.099 1.432 0.933
C 0.166 2.413 -0.950
H -0.170 -0.997 1.474
H 1.394 -0.403 2.043
H 1.315 -1.722 0.882
H 0.296 -0.206 -0.797
H 2.464 0.961 -1.323
H 2.670 -0.711 -0.830
H 3.028 0.582 0.308
H 1.328 1.827 2.252
H 0.673 3.320 1.592
H 2.138 2.632 0.905
H -1.581 2.404 1.022
H -1.064 0.991 1.926
H -1.707 0.808 0.283
H -0.448 1.876 -1.671
H 1.132 2.621 -1.403
H -0.314 3.367 -0.740
C -3.055 -1.736 -0.456
O -2.389 -1.062 -1.199
H -2.867 -1.775 0.628
H -3.833 -2.427 -0.817
C -0.703 -3.610 -1.293
H -0.786 -2.559 -1.702
H -1.632 -4.064 -1.613
H 0.155 -4.187 -1.610
H -0.707 -3.458 -0.221
*
```

Calculated values
**Energy relative to the best compared isomer or geometry (same formula, charge and spin)**: 9.9 kcal per mole
**Orbital gap**: 0.404 Eh
**SMILES string**: CC(C)C(C)(C)C.C=O.C

***

No. 5
Formula: C6H27B3NO2Sn
Source: the OMol25 dataset
Level of theory: ωB97M-V/def2-TZVPD

```
! RIJCOSX wB97M-V def2-TZVPD def2/J DEFGRID3
* xyz -1 1
Sn -18.963 -22.881 -19.860
B -18.058 -19.694 -20.218
H -17.609 -20.322 -20.971
H -17.416 -19.642 -19.352
H -18.210 -18.710 -20.636
H -18.958 -20.159 -19.849
B -19.729 -21.453 -17.114
H -20.009 -20.640 -16.462
H -20.021 -22.359 -16.606
H -20.301 -21.361 -18.024
H -18.660 -21.442 -17.258
B -17.031 -24.628 -17.970
H -17.714 -25.015 -18.710
H -17.125 -23.554 -17.941
H -17.218 -24.981 -16.967
H -16.020 -24.935 -18.191
C -19.704 -22.412 -27.495
O -18.989 -22.735 -26.340
C -18.922 -21.694 -25.423
C -18.216 -22.097 -24.171
N -18.954 -22.962 -23.302
C -18.744 -24.383 -23.588
C -19.680 -25.430 -22.795
O -20.863 -25.710 -23.574
C -20.779 -26.808 -24.438
H -19.288 -21.548 -28.013
H -20.748 -22.249 -27.229
H -19.704 -23.286 -28.147
H -19.881 -21.244 -25.163
H -18.273 -20.964 -25.906
H -18.003 -21.104 -23.776
H -17.265 -22.549 -24.452
H -19.912 -22.846 -23.600
H -17.720 -24.755 -23.612
H -18.909 -24.598 -24.644
H -19.942 -24.733 -21.998
H -19.193 -26.279 -22.316
H -20.340 -27.645 -23.895
H -20.033 -26.581 -25.199
H -21.706 -27.053 -24.955
*
```

Calculated values
**Energy relative to the best compared isomer or geometry (same formula, charge and spin)**: 146.2 kcal per mole
**Orbital gap**: 0.256 Eh

***

No. 6
Formula: C20H35F9O10PS5
Source: the OMol25 dataset
Level of theory: ωB97M-V/def2-TZVPD

```
! RIJCOSX wB97M-V def2-TZVPD def2/J DEFGRID3
* xyz 1 1
O 3.048 -3.272 -0.782
S 2.843 -2.087 0.196
O 3.462 -2.546 1.567
P 3.816 -0.261 -0.370
C 1.003 -1.748 0.583
F 0.994 -0.365 1.181
F 0.637 -2.804 1.599
C 0.025 -1.910 -0.721
F -0.601 -3.280 -0.778
F 0.798 -1.724 -2.006
C -1.220 -0.839 -0.794
F -0.790 0.517 -1.304
F -2.142 -1.363 -1.871
C -2.133 -0.750 0.566
F -3.550 -0.517 0.101
F -1.819 0.455 1.421
F -2.183 -2.014 1.357
H 4.807 0.086 0.657
H 2.885 0.873 -0.390
H 4.530 -0.432 -1.614
C 7.764 -5.250 2.727
C 7.624 -5.850 1.329
C 6.336 -5.298 0.719
S 6.068 -3.703 1.477
O 4.864 -3.769 2.278
O 6.288 -2.664 0.491
C 7.476 -3.764 2.569
H 8.759 -5.424 3.146
H 7.028 -5.705 3.400
H 8.481 -5.548 0.715
H 7.610 -6.944 1.358
H 6.424 -5.176 -0.363
H 5.478 -5.934 0.955
H 7.239 -3.269 3.512
H 8.306 -3.253 2.073
C -3.075 3.198 2.026
C -4.101 4.231 2.489
C -3.572 4.855 3.780
S -1.791 4.744 3.696
O -1.336 3.847 4.738
O -1.238 6.072 3.520
C -1.721 3.881 2.139
H -3.272 2.860 1.004
H -3.110 2.322 2.685
H -4.208 5.007 1.722
H -5.087 3.782 2.643
H -3.867 5.903 3.871
H -3.906 4.297 4.660
H -0.884 3.180 2.137
H -1.589 4.627 1.349
C -5.473 -3.469 -2.118
C -5.613 -4.069 -3.516
C -6.900 -3.518 -4.126
S -7.168 -1.922 -3.368
O -8.373 -1.989 -2.567
O -6.949 -0.883 -4.354
C -5.761 -1.983 -2.276
H -4.478 -3.643 -1.699
H -6.209 -3.924 -1.445
H -4.755 -3.768 -4.130
H -5.627 -5.163 -3.487
H -6.813 -3.396 -5.208
H -7.759 -4.153 -3.890
H -5.998 -1.489 -1.333
H -4.930 -1.472 -2.772
C 1.189 6.400 -1.784
C -0.133 5.635 -1.756
C 0.200 4.144 -1.768
S 1.806 3.984 -1.004
O 2.746 3.514 -2.000
O 1.658 3.342 0.287
C 2.078 5.727 -0.750
H 1.049 7.462 -1.563
H 1.642 6.318 -2.780
H -0.678 5.883 -0.837
H -0.775 5.904 -2.601
H -0.532 3.564 -1.201
H 0.270 3.758 -2.789
H 3.136 5.962 -0.874
H 1.754 5.971 0.267
*
```

Calculated values
**Energy relative to the best compared isomer or geometry (same formula, charge and spin)**: 199.4 kcal per mole
**Orbital gap**: 0.229 Eh

***

No. 7
Formula: C4H10NO
Source: the OMol25 dataset
Level of theory: ωB97M-V/def2-TZVPD

```
! RIJCOSX wB97M-V def2-TZVPD def2/J DEFGRID3
* xyz 0 2
C 0.674 0.303 1.322
O 0.852 -0.757 2.162
C -0.020 -0.156 0.005
C -0.224 0.954 -1.043
C 0.109 0.499 -2.452
N -1.266 -0.879 0.299
H 1.610 0.855 1.155
H 0.134 1.101 1.872
H 0.698 -0.878 -0.396
H 0.472 1.748 -0.746
H -1.246 1.310 -0.947
H 1.173 0.371 -2.643
H -0.327 -0.480 -2.667
H -0.300 1.226 -3.152
H -1.668 -0.508 1.166
H -1.030 -1.843 0.521
*
```

Calculated values
**Energy relative to the best compared isomer or geometry (same formula, charge and spin)**: 9.2 kcal per mole
**Orbital gap (spin up / spin down)**: 0.388 / 0.290 Eh
**Expectation value of S²**: 0.75

***

No. 8
Formula: C18H20N4O3
Source: the OMol25 dataset
Level of theory: ωB97M-V/def2-TZVPD

```
! RIJCOSX wB97M-V def2-TZVPD def2/J DEFGRID3
* xyz 0 1
C -7.636 -2.097 0.175
N -7.044 -0.819 -0.337
C -8.147 0.166 -0.904
C -5.719 -0.393 -0.223
C -4.875 -1.465 0.197
C -3.578 -1.276 0.208
C -3.201 0.106 0.141
C -1.808 0.712 0.259
N -1.432 1.790 -0.109
N 0.005 1.866 0.007
C 1.091 1.424 0.539
O 1.072 0.148 0.696
C 2.276 2.148 0.649
N 3.511 1.154 0.797
C 4.593 1.412 0.123
O 4.937 2.545 -0.730
C 5.575 0.429 0.369
C 6.744 0.401 -0.462
C 7.697 -0.492 -0.103
C 7.893 -1.648 0.514
C 9.096 -2.268 0.340
C 9.755 -1.282 -0.944
O 9.044 -0.389 -0.973
C -4.176 1.014 -0.161
C -5.435 0.838 -0.590
H -7.443 -2.942 -0.543
H -7.405 -2.462 1.134
H -8.880 -2.030 0.015
H -7.858 0.642 -1.770
H -8.987 -0.463 -0.968
H -8.474 1.037 -0.012
H -5.232 -2.426 0.698
H -2.872 -1.846 0.509
H -1.061 -0.096 0.606
H 0.085 2.954 -0.125
H 2.528 2.751 -0.402
H 2.242 2.795 1.307
H 3.204 0.399 1.033
H 5.335 -0.313 0.864
H 7.044 1.203 -0.952
H 7.072 -2.206 1.218
H 9.604 -3.071 0.514
H 10.726 -1.657 -1.186
H -3.707 2.097 -0.545
H -6.156 1.610 -0.875
*
```

Calculated values
**Energy relative to the best compared isomer or geometry (same formula, charge and spin)**: 426.7 kcal per mole
**Orbital gap**: 0.256 Eh
**SMILES string**: CN(C)c1ccc(/C=N/NC(=O)CNC(=O)/C=C/c2ccco2)cc1

***

No. 9
Formula: C4S6
Source: the OMol25 dataset
Level of theory: ωB97M-V/def2-TZVPD

```
! RIJCOSX wB97M-V def2-TZVPD def2/J DEFGRID3
* xyz 0 1
C -0.231 -0.517 0.472
C 0.742 -0.707 -0.313
C -0.368 -0.592 1.918
C 0.135 1.353 -2.063
S -2.004 -0.450 0.042
S 2.035 -1.003 -1.174
S -2.197 -0.570 2.154
S -0.640 0.516 -3.103
S 0.815 -0.714 3.026
S 0.913 2.458 -1.186
*
```

Calculated values
**Energy relative to the best compared isomer or geometry (same formula, charge and spin)**: 2.0 kcal per mole
**Orbital gap**: 0.242 Eh

***

No. 10
Formula: C5H5NO
Source: the OMol25 dataset
Level of theory: ωB97M-V/def2-TZVPD

```
! RIJCOSX wB97M-V def2-TZVPD def2/J DEFGRID3
* xyz 0 1
C -2.004 -0.272 -0.126
C 0.026 -1.337 0.049
C -0.356 1.278 0.323
C 1.289 -1.609 0.154
C 0.730 1.875 -0.071
N -1.201 -1.341 -0.095
O -1.548 0.953 0.028
H -3.069 -0.388 -0.169
H 1.785 -1.644 1.109
H 1.906 -1.747 -0.720
H 1.508 2.126 0.630
H 0.936 2.108 -1.111
*
```

Calculated values
**Energy relative to the best compared isomer or geometry (same formula, charge and spin)**: 137.8 kcal per mole
**Orbital gap (spin up / spin down)**: 0.290 / 0.291 Eh

***

No. 11
Formula: C9H13O2P
Source: the OMol25 dataset
Level of theory: ωB97M-V/def2-TZVPD

```
! RIJCOSX wB97M-V def2-TZVPD def2/J DEFGRID3
* xyz 0 1
C 0.680 2.610 2.670
C 0.681 2.284 1.336
C 1.878 1.777 0.649
C 1.771 1.237 -0.511
C 0.455 0.816 -1.040
P -0.011 -0.949 -0.864
O 1.100 -1.746 -1.412
C -0.640 -2.247 0.621
O -1.708 -2.901 0.138
C -1.549 -3.512 -1.080
C -0.629 2.005 -0.637
C -0.515 2.650 0.526
H 1.653 2.669 3.179
H -0.220 3.136 2.962
H 2.786 2.050 1.136
H 2.560 0.853 -1.099
H 0.692 0.572 -2.176
H -1.136 -0.950 -1.757
H -1.055 -1.680 1.393
H 0.198 -2.992 0.643
H -2.446 -4.039 -1.371
H -0.733 -4.270 -0.972
H -1.246 -2.867 -1.971
H -1.439 2.164 -1.291
H -1.127 3.331 0.927
*
```

Calculated values
**Energy relative to the best compared isomer or geometry (same formula, charge and spin)**: 67.9 kcal per mole
**Orbital gap**: 0.323 Eh
**SMILES string**: C=C1C=CC([P@@H](=O)COC)C=C1

***

No. 12
Formula: C27H20NO7
Source: the OMol25 dataset
Level of theory: ωB97M-V/def2-TZVPD

```
! RIJCOSX wB97M-V def2-TZVPD def2/J DEFGRID3
* xyz -1 1
C -2.590 -2.845 -5.445
C -1.569 -1.919 -5.202
C -0.824 -2.031 -4.028
C -1.047 -3.083 -3.131
C -2.014 -4.054 -3.407
C -2.807 -3.912 -4.554
C -0.127 -2.952 -1.957
O 0.040 -3.781 -1.065
C 0.639 -1.682 -2.171
C 1.706 -1.312 -1.402
C 2.574 -0.174 -1.693
C 2.027 1.108 -1.911
C 2.842 2.194 -2.222
C 4.234 2.030 -2.295
C 4.799 0.773 -2.035
C 3.983 -0.310 -1.698
C 0.278 -1.151 -3.531
O 0.831 -0.276 -4.190
H -3.220 -2.740 -6.327
H -1.361 -1.102 -5.888
H -2.150 -4.885 -2.715
H -3.601 -4.629 -4.759
H 1.979 -1.983 -0.588
H 0.945 1.241 -1.859
H 2.392 3.168 -2.431
H 4.882 2.884 -2.533
H 5.878 0.627 -2.119
H 4.396 -1.302 -1.527
C -1.721 -3.619 2.356
C -1.690 -2.155 2.710
O -0.578 -1.623 1.944
C -0.490 -0.285 2.159
C 0.563 0.367 1.438
C 0.785 1.757 1.566
O 1.592 2.346 0.819
C 0.051 2.604 2.638
C 0.008 2.286 4.010
C -0.602 3.124 4.945
C -1.219 4.312 4.515
N -1.987 5.112 5.424
O -2.558 6.135 4.976
O -2.070 4.755 6.622
C -1.146 4.682 3.159
C -0.485 3.848 2.255
O -1.314 0.235 2.927
H -2.547 -4.144 2.849
H -1.818 -3.728 1.267
H -0.774 -4.082 2.658
H -2.627 -1.647 2.426
H -1.537 -2.007 3.795
H 1.182 -0.223 0.773
H 0.472 1.380 4.391
H -0.629 2.875 6.004
H -1.602 5.615 2.838
H -0.377 4.181 1.220
*
```

Calculated values
**Orbital gap**: 0.202 Eh

***

Record order is preserved below.
DFT total energy: -6250.3725 -14560.1580 -82781.4134 -11736.6785 -20094.5260 -129686.1176 -7845.3804 -31076.5055 -69156.5262 -8797.4437 -22923.3227 -44144.6343 eV